C23H22N3S4SbSe4SiTl as an isolated structure at a distorted geometry. Source: OMol25; level of theory: the ωB97M-V functional and the def2-TZVPD basis.

Element x y z (Å)
Tl: 0.48852 -0.42578 0.72805
S: 2.48853 1.28142 0.16442
C: 2.93578 -0.05355 -0.78724
N: 2.30443 -1.20514 -0.73014
C: 2.78428 -2.12099 -1.64993
C: 2.31958 -3.41959 -1.83135
C: 2.88237 -4.19361 -2.82716
C: 3.91496 -3.69983 -3.62501
C: 4.41317 -2.42374 -3.42974
C: 3.83789 -1.63959 -2.43993
S: 4.22521 -0.00760 -1.96036
H: 1.54469 -3.80741 -1.18453
H: 2.52209 -5.20254 -2.98236
H: 4.34352 -4.32676 -4.39698
H: 5.23392 -2.04547 -4.02573
S: -1.96699 -1.62311 0.80727
C: -2.14189 -0.49441 2.06542
N: -1.21964 0.38973 2.33944
C: -1.50399 1.13854 3.45918
C: -0.66412 2.09038 4.02953
C: -1.06940 2.72322 5.18972
C: -2.29865 2.42397 5.77756
C: -3.14479 1.47968 5.21768
C: -2.73703 0.83752 4.05833
S: -3.52004 -0.43456 3.15328
H: 0.29129 2.29619 3.56275
H: -0.41591 3.45089 5.65342
H: -2.59419 2.92575 6.68998
H: -4.08986 1.23346 5.68441
C: 0.78908 0.53441 -3.51199
Si: -0.75978 -0.04618 -2.59188
C: -0.76975 -1.92283 -2.39574
C: -2.24633 0.41796 -3.66504
N: -0.70076 0.69921 -1.01408
C: -1.51280 1.65637 -0.50368
C: -0.98068 2.63781 0.36824
C: -1.79211 3.59218 0.93927
C: -3.16120 3.59021 0.68631
C: -3.70599 2.63149 -0.16562
C: -2.90232 1.68953 -0.76758
H: 1.34361 -0.32031 -3.90512
H: 1.45853 1.09903 -2.86360
H: 0.51872 1.17961 -4.35125
H: -0.26411 -2.40839 -3.23160
H: -1.78821 -2.31145 -2.33256
H: -0.25189 -2.22262 -1.48564
H: -2.03132 0.11081 -4.69093
H: -2.44137 1.49274 -3.67056
H: -3.15703 -0.09610 -3.35073
H: 0.08511 2.63851 0.55690
H: -1.36678 4.33052 1.60617
H: -3.80278 4.32820 1.14939
H: -4.77371 2.61466 -0.34430
H: -3.32853 0.92077 -1.39675
Se: 5.49681 -0.80605 2.11520
Sb: 3.66718 -2.34904 2.67916
Se: 3.72796 -4.45127 1.41819
Se: 4.22039 -2.91079 5.04682
Se: 1.26634 -1.46607 2.96305

Calculated values
Charge   -1
Frontier orbital gap (spin up / spin down)   3.6139 / 5.1951 eV
LUMO energy (spin up / spin down)   -0.023 / 0.037 hartree
DFT total energy   -12954.80782 a.u.

The natural (NBO) scheme yields these atomic charges, measured in e: 1.0965, -0.1548, -0.0757, -0.6122, 0.1933, -0.2039, -0.2153, -0.2209, -0.2221, -0.2321, 0.4200, 0.2364, 0.2113, 0.2069, 0.2141, -0.1383, -0.0799, -0.5968, 0.1988, -0.2214, -0.2136, -0.2277, -0.2053, -0.2476, 0.3874, 0.2319, 0.2143, 0.2101, 0.2143, -1.1232, 1.7986, -1.1151, -1.1296, -0.8193, 0.1080, -0.1664, -0.2118, -0.1651, -0.2400, -0.1348, 0.2495, 0.2590, 0.2340, 0.2482, 0.2417, 0.2425, 0.2421, 0.2371, 0.2306, 0.2416, 0.2228, 0.2139, 0.2161, 0.2177, -0.6928, 0.9865, -0.7493, -0.2747, -0.5351